Molecular formula: C9H20F5IO3S3Si
Method: DFT, ωB97M-V/def2-TZVPD

gap between HOMO and LUMO = 9.2498 eV
total energy = -2861.75899 a.u.
maximum force = 0.0477 Eh/bohr
HOMO = -8.81 eV
charge = 0

Last column: natural (NBO) charge in e.
CARTESIAN COORDINATES (ANGSTROEM)
O  0.61108  -1.02401  1.14107  -1.102
Si  2.04649  -0.67267  0.39902  1.576
I  1.74413  1.31844  -1.03510  -0.188
C  3.47403  -0.28550  1.55353  -0.926
C  3.56611  -1.14846  2.82438  -0.410
C  2.44758  -0.86497  3.84097  -0.534
S  2.89707  -1.23835  5.55277  -0.026
C  2.48585  -2.11848  -0.82304  0.243
F  3.40204  -1.61799  -1.66753  -0.321
F  3.08248  -3.14127  -0.18153  -0.327
C  1.29400  -2.63498  -1.68873  0.915
F  0.91055  -3.81568  -1.29038  -0.304
F  0.29977  -1.81603  -1.69279  -0.299
F  1.68666  -2.77466  -2.93489  -0.309
H  0.48608  -0.54198  1.97079  0.511
H  3.45815  0.78462  1.75073  0.254
H  4.38134  -0.47588  0.97522  0.263
H  4.49166  -0.87287  3.32674  0.217
H  3.62114  -2.20722  2.59100  0.212
H  1.61721  -1.51224  3.56094  0.208
H  2.06958  0.14514  3.73228  0.222
H  3.31790  -2.50933  5.40324  0.124
C  -4.55546  -0.20860  -0.44302  -0.833
S  -3.44387  -0.29134  0.96964  1.251
O  -2.65143  0.96614  0.98026  -0.988
C  -2.38715  -1.57955  0.29963  -0.835
H  -5.28613  0.57561  -0.25400  0.238
H  -3.98754  0.02809  -1.34363  0.224
H  -5.06804  -1.16376  -0.55799  0.229
H  -1.96259  -1.25307  -0.64930  0.232
H  -2.96992  -2.49134  0.16043  0.225
H  -1.58646  -1.76573  1.00786  0.253
C  -2.35275  4.87558  -2.43856  -0.831
S  -1.35948  3.47655  -1.89860  1.275
O  0.05593  3.78882  -2.23749  -0.994
C  -1.96263  2.32494  -3.14155  -0.834
H  -2.10035  5.72967  -1.81361  0.241
H  -2.13104  5.10624  -3.48106  0.228
H  -3.40955  4.63607  -2.31904  0.226
H  -1.76553  2.72026  -4.13859  0.229
H  -3.03240  2.16800  -2.99977  0.223
H  -1.43454  1.38181  -3.01030  0.243